# 1
Here is one molecule with the formula C3H3BrO in a non-equilibrium geometry from the OMol25 dataset. Energies are from ωB97M-V/def2-TZVPD.

XYZ file:
```
8
Properties=species:S:1:pos:R:3:forces:R:3:mulliken_charge:R:1
Br -3.017698 -0.675030 -0.225404 1.289 0.553 0.563 -0.19
O -0.864500 1.370631 -0.146764 1.050 1.679 -1.696 -0.26
C -1.416451 0.254210 0.741277 -3.159 -2.194 0.975 -0.29
C -0.283328 0.250306 -0.000997 1.598 -0.364 0.864 0.77
C 1.121929 -0.247844 -0.051538 0.809 1.449 -1.558 -0.91
H 1.271127 -1.058465 -0.792093 -0.457 -0.333 1.145 0.30
H 1.383177 -0.413823 1.041424 -0.110 -0.224 -1.604 0.28
H 1.805746 0.520014 -0.565902 -1.022 -0.565 1.310 0.30
```
Forces are in eV/Å.

Results
HOMO energy (alpha / beta) = -8.7 / -8.7 eV
DFT total energy = -75244.7344 eV
Largest force on an atom = 0.0772 hartree/bohr
Structure (SMILES) = CC1=C(Br)O1
Multiplicity = 1
Net charge = 0
Gap between HOMO and LUMO (alpha / beta) = 7.879 / 7.880 eV
Relative energy (zero: lowest compared OMol25 entry of this formula, charge and spin) = 87.5 kcal per mole

---

# 2
Here is one molecule with the formula C3H3BrS in a non-equilibrium geometry from the OMol25 dataset. Energies are from ωB97M-V/def2-TZVPD.

XYZ file:
```
8
Properties=species:S:1:pos:R:3:forces:R:3:mulliken_charge:R:1
Br -3.782168 0.960747 -1.307509 -0.256 0.121 -0.055 -0.03
S 0.782029 0.307035 -0.826571 0.213 -0.051 -0.050 -0.04
C -2.046864 0.816717 -0.921467 3.670 -1.821 1.279 -0.01
C -0.905254 0.385017 -0.620313 -2.851 1.677 -1.178 -0.01
C 1.418847 -0.468695 0.695291 -0.551 0.974 -0.314 -0.85
H 1.034765 0.071300 1.541021 0.494 0.506 0.450 0.29
H 2.480548 -0.657269 0.661342 0.380 0.775 -0.126 0.31
H 1.018096 -1.414851 0.778205 -1.100 -2.181 -0.006 0.32
```
Forces are in eV/Å.

Results
HOMO energy = -8.4 eV
DFT total energy = -84034.5523 eV
Largest force on an atom = 0.0835 hartree/bohr
Structure (SMILES) = CSC#CBr
Multiplicity = 1
Net charge = 0
Gap between HOMO and LUMO = 8.991 eV
Relative energy (zero: lowest compared OMol25 entry of this formula, charge and spin) = 22.6 kcal per mole

---

# 3
Here is C3H3CaO2 as an isolated structure in a non-equilibrium geometry from the OMol25 dataset. Energies are from ωB97M-V/def2-TZVPD.

XYZ file:
```
9
Properties=species:S:1:pos:R:3:forces:R:3:lowdin_spin:R:1
Ca -2.235155 1.057854 -3.774987 -0.274 -0.216 0.757 -0.06
O -4.071466 0.489326 -2.802090 -0.431 0.338 -1.895 0.00
O -2.330777 0.616687 -1.563648 0.237 0.634 -1.730 0.01
C -2.626436 -0.160284 0.687077 -0.507 0.548 0.313 0.76
C -1.705491 0.323317 -0.320735 1.322 -1.355 1.905 0.16
C -3.739480 0.360559 -1.607299 -0.670 -0.230 0.209 0.04
H -1.132928 1.209671 0.012597 -0.119 0.073 -0.187 0.03
H -0.972803 -0.491233 -0.500623 0.028 0.514 -0.301 0.00
H -3.609562 0.302531 0.480424 0.415 -0.306 0.930 0.05
```
Forces are in eV/Å.

Results
HOMO energy (alpha / beta) = -5.0 / -5.0 eV
<S²> = 0.981
DFT total energy = -25685.2354 eV
Largest force on an atom = 0.0522 hartree/bohr
Multiplicity = 2
Net charge = 0
Gap between HOMO and LUMO (alpha / beta) = 2.682 / 2.645 eV

---

# 4
Here is one molecule with the formula C3H3Cl2F in a non-equilibrium geometry from the OMol25 dataset. Energies are from ωB97M-V/def2-TZVPD.

XYZ file:
```
9
Properties=species:S:1:pos:R:3:forces:R:3:mulliken_charge:R:1
Cl 2.217485 -0.837897 -0.229214 -0.888 0.575 0.484 -0.21
Cl -2.033578 -1.293357 -0.288304 0.284 0.578 0.261 -0.17
F -0.804982 1.857049 -0.452913 0.115 -0.392 0.502 -0.26
C 0.528847 -0.182189 -0.510181 1.480 -0.210 -0.424 -0.17
C -0.119801 0.935347 0.273388 1.258 -1.299 0.185 0.06
C -0.584396 -0.554754 0.402396 0.174 0.590 -0.996 -0.26
H 0.537079 -0.182457 -1.598264 -1.173 0.119 0.307 0.35
H -0.268936 -1.056461 1.298613 -0.073 0.067 0.331 0.35
H 0.528282 1.314722 1.104481 -1.177 -0.028 -0.649 0.31
```
Forces are in eV/Å.

Results
HOMO energy = -10.5 eV
DFT total energy = -30920.4417 eV
Largest force on an atom = 0.0353 hartree/bohr
Structure (SMILES) = FC1[C@@H](Cl)[C@@H]1Cl
Multiplicity = 1
Net charge = 0
Gap between HOMO and LUMO = 11.193 eV
Relative energy (zero: lowest compared OMol25 entry of this formula, charge and spin) = 20.1 kcal per mole

---

# 5
Here is one molecule with the formula C3H3Cl2F in a non-equilibrium geometry from the OMol25 dataset. Energies are from ωB97M-V/def2-TZVPD.

XYZ file:
```
9
Properties=species:S:1:pos:R:3:forces:R:3:mulliken_charge:R:1
Cl -2.139786 -0.343419 -1.341337 0.656 -0.497 0.270 -0.17
Cl 0.539633 -0.134557 -2.334309 0.392 -0.163 0.120 -0.11
F -0.115649 -1.803811 -0.452500 -0.262 1.816 -0.768 -0.21
C -0.159046 0.534609 0.270542 1.273 -0.803 -0.607 -0.29
C 0.723291 0.295464 1.255605 -0.677 0.542 -0.248 -0.59
C -0.370940 -0.495502 -0.887103 -1.138 0.052 1.654 0.57
H -0.657693 1.508030 0.110914 0.268 -0.803 0.216 0.30
H 0.891055 1.078371 2.015714 -0.084 -0.559 -0.467 0.25
H 1.289135 -0.639185 1.362474 -0.430 0.414 -0.170 0.25
```
Forces are in eV/Å.

Results
HOMO energy = -10.6 eV
DFT total energy = -30921.0492 eV
Largest force on an atom = 0.0391 hartree/bohr
Structure (SMILES) = C=CC(F)(Cl)Cl
Multiplicity = 1
Net charge = 0
Gap between HOMO and LUMO = 11.438 eV
Relative energy (zero: lowest compared OMol25 entry of this formula, charge and spin) = 6.1 kcal per mole

---

# 6
Here is one molecule with the formula C3H3Cl2N in a non-equilibrium geometry from the OMol25 dataset. Energies are from ωB97M-V/def2-TZVPD.

XYZ file:
```
9
Properties=species:S:1:pos:R:3:forces:R:3:mulliken_charge:R:1
Cl 1.780394 -0.821710 -1.538440 0.762 0.391 0.668 -0.18
Cl -0.834711 -1.732813 -1.601450 -0.294 0.477 1.271 -0.18
N -0.849013 1.913023 0.267974 0.631 -0.474 -0.040 -0.53
C 0.299573 -0.747702 -0.649149 -1.106 2.526 0.738 0.17
C -0.345130 0.783184 0.249343 -0.077 -2.226 -1.671 0.19
C 0.147651 -0.419017 0.869984 -1.671 -2.382 0.751 -0.27
H -0.814491 2.363194 -0.645193 -0.272 0.046 -0.066 0.31
H 1.001387 -0.164857 1.436196 1.699 0.035 0.069 0.25
H -0.385661 -1.173302 1.610735 0.327 1.606 -1.719 0.25
```
Forces are in eV/Å.

Results
HOMO energy = -8.3 eV
DFT total energy = -29690.9763 eV
Largest force on an atom = 0.0584 hartree/bohr
Structure (SMILES) = [H]/N=C1/CC1(Cl)Cl
Multiplicity = 1
Net charge = 0
Gap between HOMO and LUMO = 9.034 eV
Relative energy (zero: lowest compared OMol25 entry of this formula, charge and spin) = 75.1 kcal per mole

---

# 7
Here is one molecule with the formula C3H3Cl2NO in a non-equilibrium geometry from the OMol25 dataset. Energies are from ωB97M-V/def2-TZVPD.

XYZ file:
```
10
Properties=species:S:1:pos:R:3:forces:R:3:mulliken_charge:R:1
Cl -0.399970 2.461333 0.461310 0.003 -0.030 -0.799 -0.16
Cl -2.404268 0.362852 0.062721 0.333 0.221 0.167 -0.21
O -0.203326 0.239145 1.489109 -0.441 -1.080 1.824 -0.15
N 0.661751 -0.842339 1.352497 0.893 0.055 0.141 -0.28
C -0.615261 0.691542 0.307177 -0.793 0.463 -1.743 0.43
C 0.981598 -0.939631 0.134881 2.352 -1.321 -1.111 -0.16
C 0.179076 -0.121078 -0.809040 -2.991 -0.078 0.125 -0.44
H 0.568418 0.548437 -1.577276 0.518 -0.358 0.261 0.35
H 1.891913 -1.596671 -0.115062 -1.911 0.799 0.299 0.34
H -0.659931 -0.803589 -1.306317 2.037 1.329 0.835 0.28
```
Forces are in eV/Å.

Results
HOMO energy = -10.5 eV
DFT total energy = -31739.7020 eV
Largest force on an atom = 0.0582 hartree/bohr
Structure (SMILES) = ClC1(Cl)CC=NO1
Multiplicity = 1
Net charge = 0
Gap between HOMO and LUMO = 11.115 eV
Relative energy (zero: lowest compared OMol25 entry of this formula, charge and spin) = 46.1 kcal per mole

---

# 8
Here is C3H3Cl2NO as an isolated structure in a non-equilibrium geometry from the OMol25 dataset. Energies are from ωB97M-V/def2-TZVPD.

XYZ file:
```
10
Properties=species:S:1:pos:R:3:forces:R:3:lowdin_spin:R:1
Cl 1.429663 0.197895 -1.951972 -1.114 -1.024 1.066 0.04
Cl 0.111601 -0.282113 2.367044 -0.171 0.364 -0.092 0.03
O -1.178964 -1.709297 -1.052466 -0.605 0.161 0.024 0.84
N -0.181399 -1.637414 -0.366602 -0.361 -1.400 -2.173 0.84
C -0.780724 1.429233 0.394221 1.041 -0.409 -0.872 0.03
C 0.869401 -0.736498 -0.464385 0.562 1.033 2.664 0.09
C -0.066294 0.427607 0.819790 3.023 -2.005 -1.573 0.12
H -0.707398 1.675747 -0.655049 -0.127 0.156 -0.059 0.00
H 1.754264 -1.437580 -0.160183 -1.170 2.356 0.176 0.01
H -1.250150 2.072419 1.069601 -1.078 0.768 0.839 0.00
```
Forces are in eV/Å.

Results
HOMO energy (alpha / beta) = -8.3 / -10.2 eV
<S²> = 2.013
DFT total energy = -31735.8519 eV
Largest force on an atom = 0.0769 hartree/bohr
Multiplicity = 3
Net charge = 0
Gap between HOMO and LUMO (alpha / beta) = 9.026 / 8.651 eV
Relative energy (zero: lowest compared OMol25 entry of this formula, charge and spin) = 0.0 kcal per mole

---

# 9
Here is one molecule with the formula C3H3Cl2NO2S in a non-equilibrium geometry from the OMol25 dataset. Energies are from ωB97M-V/def2-TZVPD.

XYZ file:
```
12
Properties=species:S:1:pos:R:3:forces:R:3:mulliken_charge:R:1
Cl 1.823966 1.168934 -1.186237 0.597 -0.153 0.114 -0.14
Cl 2.171900 -0.202050 1.445234 0.083 0.505 -0.432 -0.14
S -1.181056 2.203595 1.226438 3.341 -2.801 -1.540 0.11
O 0.573793 1.932080 0.965823 0.919 -0.230 0.210 -0.41
O -2.404978 0.141393 0.167009 -0.831 -0.815 -0.414 -0.51
N -0.108471 -0.083246 0.112960 -0.569 -0.018 0.117 -0.01
C 1.100169 0.670255 0.334843 -3.955 1.661 1.119 0.58
C -0.120837 -1.351131 -0.658208 -1.557 -1.117 0.049 -0.95
C -1.321504 0.564356 0.396746 0.106 0.470 0.398 0.53
H 0.444026 -2.235443 -0.176937 -0.949 1.713 -0.582 0.26
H -1.197625 -1.665946 -0.982214 1.638 0.651 1.613 0.28
H 0.220616 -1.142798 -1.645457 1.178 0.134 -0.651 0.41
```
Forces are in eV/Å.

Results
HOMO energy = -9.7 eV
DFT total energy = -44623.1541 eV
Largest force on an atom = 0.0899 hartree/bohr
Structure (SMILES) = CN1C(=O)SOC1(Cl)Cl
Multiplicity = 1
Net charge = 0
Gap between HOMO and LUMO = 8.913 eV
Relative energy (zero: lowest compared OMol25 entry of this formula, charge and spin) = 0.0 kcal per mole

---

# 10
Here is an isolated ion of composition C3H3Cl2O3 and charge -1 in a non-equilibrium geometry from the OMol25 dataset. Energies are from ωB97M-V/def2-TZVPD.

XYZ file:
```
11
Properties=species:S:1:pos:R:3:forces:R:3:mulliken_charge:R:1
Cl -0.003935 0.688279 2.869190 0.487 -0.187 0.730 -0.38
Cl -2.169668 1.687586 1.340660 -1.014 1.408 -0.563 -0.23
O -0.021568 0.605051 0.282849 0.114 0.931 -0.596 -0.38
O -1.627737 -0.781523 1.328056 -0.661 -2.518 -0.337 -0.61
O 0.294030 -1.504952 -0.650767 -1.959 -0.360 3.362 -0.58
C 1.296176 0.243803 -1.704358 -0.213 0.487 -0.100 -1.00
C -1.108934 0.284580 1.313714 2.434 0.661 -0.481 0.55
C 0.513187 -0.127114 -0.709605 -1.502 -2.097 2.044 0.66
H -0.236008 -1.752212 0.268246 1.583 1.406 -3.263 0.38
H 1.467683 -0.556594 -2.361365 0.657 -0.795 -0.823 0.27
H 1.596773 1.213095 -1.976620 0.073 1.065 0.026 0.32
```
Forces are in eV/Å.

Results
HOMO energy = -4.6 eV
DFT total energy = -34347.7457 eV
Largest force on an atom = 0.0760 hartree/bohr
Structure (SMILES) = C=C(O)OC([O-])(Cl)Cl
Multiplicity = 1
Net charge = -1
Gap between HOMO and LUMO = 8.234 eV
Relative energy (zero: lowest compared OMol25 entry of this formula, charge and spin) = 47.2 kcal per mole

---

Q: The lowest DFT total energy belongs to which entry?
A: C3H3BrS

---

Please write out number 10 again, unchanged.
Here is an isolated ion of composition C3H3Cl2O3 and charge -1 in a non-equilibrium geometry from the OMol25 dataset. Energies are from ωB97M-V/def2-TZVPD.

XYZ file:
```
11
Properties=species:S:1:pos:R:3:forces:R:3:mulliken_charge:R:1
Cl -0.003935 0.688279 2.869190 0.487 -0.187 0.730 -0.38
Cl -2.169668 1.687586 1.340660 -1.014 1.408 -0.563 -0.23
O -0.021568 0.605051 0.282849 0.114 0.931 -0.596 -0.38
O -1.627737 -0.781523 1.328056 -0.661 -2.518 -0.337 -0.61
O 0.294030 -1.504952 -0.650767 -1.959 -0.360 3.362 -0.58
C 1.296176 0.243803 -1.704358 -0.213 0.487 -0.100 -1.00
C -1.108934 0.284580 1.313714 2.434 0.661 -0.481 0.55
C 0.513187 -0.127114 -0.709605 -1.502 -2.097 2.044 0.66
H -0.236008 -1.752212 0.268246 1.583 1.406 -3.263 0.38
H 1.467683 -0.556594 -2.361365 0.657 -0.795 -0.823 0.27
H 1.596773 1.213095 -1.976620 0.073 1.065 0.026 0.32
```
Forces are in eV/Å.

Results
HOMO energy = -4.6 eV
DFT total energy = -34347.7457 eV
Largest force on an atom = 0.0760 hartree/bohr
Structure (SMILES) = C=C(O)OC([O-])(Cl)Cl
Multiplicity = 1
Net charge = -1
Gap between HOMO and LUMO = 8.234 eV
Relative energy (zero: lowest compared OMol25 entry of this formula, charge and spin) = 47.2 kcal per mole

---

Q: Which of these has the highest multiplicity?
A: number 8

---

Q: Look up the DFT total energy of the second one.
A: -84034.5523 eV